[1]
A structure of composition C31H33F10IrN5OS3. Source: the Open Molecules 2025 dataset; level of theory: ωB97M-V/def2-TZVPD.

Results
- spin multiplicity = 5
- LUMO level (spin up / spin down) (eV) = -2.30 / -5.04
- E_HOMO (spin up / spin down) (Ha) = -0.3420 / -0.3386
- charge = +1
- strongest force on any atom (hartree/bohr) = 0.03475

The geometry in XYZ format:
```
84
Properties=species:S:1:pos:R:3:lowdin_spin:R:1
Ir -0.54284 0.16568 -0.46597 2.440
C -3.42654 1.49918 0.43903 0.004
N -2.00214 1.52508 0.75683 0.074
C -1.81124 1.18688 2.16423 0.006
C -1.98294 -0.30612 2.41573 0.012
N -1.28734 -1.07202 1.40693 0.125
C -1.14774 -2.37942 1.62433 0.010
C -1.72514 -3.15502 2.67533 0.012
F -2.50884 -2.58692 3.61463 0.003
C -1.51894 -4.51702 2.81163 -0.001
F -2.06244 -5.14412 3.85373 -0.001
C -0.74844 -5.23072 1.89503 0.011
F -0.56364 -6.54292 2.01713 0.004
C -0.13824 -4.51472 0.86633 -0.002
F 0.65266 -5.12812 -0.01937 -0.001
C -0.31804 -3.15202 0.77123 0.010
F 0.39166 -2.49262 -0.17117 0.017
C -1.37654 2.81908 0.46723 0.007
C -1.54674 3.19608 -0.99217 0.054
N -1.02724 2.17818 -1.87817 0.526
C -1.15074 2.43898 -3.18927 0.034
C -0.34334 1.77008 -4.14787 0.108
F 0.58686 0.90888 -3.71927 0.030
C -0.37354 1.99048 -5.51047 -0.017
F 0.45356 1.29158 -6.29307 -0.015
C -1.23564 2.93548 -6.05907 0.126
F -1.26704 3.16078 -7.36837 0.042
C -2.05014 3.63988 -5.17567 -0.015
F -2.89654 4.55298 -5.64827 -0.014
C -2.00904 3.40638 -3.80927 0.107
F -2.88014 4.13888 -3.08897 0.034
H -3.94914 2.34258 0.90383 0.002
H -3.85914 0.57868 0.81983 0.000
H -3.58804 1.52788 -0.63507 0.000
H -2.49664 1.75768 2.80513 0.002
H -0.78974 1.44618 2.42603 0.000
H -3.04394 -0.58442 2.45093 0.002
H -1.56834 -0.51542 3.40973 0.002
H -0.31274 2.73688 0.70393 0.002
H -1.81584 3.61208 1.08713 0.002
H -1.02164 4.14278 -1.17987 0.017
H -2.60694 3.38888 -1.16777 0.017
C 2.94256 1.25858 -1.09237 0.002
C 2.47626 0.03588 -1.77607 0.012
N 1.26336 -0.42032 -1.71717 0.054
C 1.04406 -1.45362 -2.59257 0.005
C 2.15386 -1.83992 -3.28487 0.001
S 3.48966 -0.85962 -2.85877 0.008
C -0.30834 -1.93812 -2.78327 0.004
C -0.72674 -2.88092 -3.67947 0.003
S -2.42514 -3.08522 -3.58637 0.006
C -2.48744 -1.86712 -2.35387 0.001
N -1.32414 -1.37242 -2.05377 0.066
C -3.76724 -1.49642 -1.70807 -0.002
H 2.44096 1.35588 -0.13177 0.001
H 2.66616 2.12418 -1.69577 0.000
H 4.02126 1.26258 -0.97117 0.000
H 2.24816 -2.61072 -4.02217 0.000
H -0.14034 -3.45012 -4.37247 0.001
H -4.59534 -2.01632 -2.18137 0.000
H -3.93934 -0.42422 -1.77637 -0.001
H -3.73174 -1.76522 -0.65327 -0.001
C 5.50686 -0.76402 0.96713 0.000
C 4.36406 -0.28632 1.85973 0.000
C 3.15586 -1.21132 1.75543 0.001
S 1.53876 -0.50792 2.31223 0.005
O 1.19766 0.59928 1.35603 0.052
C 2.19576 0.30098 3.84363 0.004
C 1.07286 0.73108 4.78403 0.000
C 0.78896 2.22308 4.65403 0.000
H 6.32966 -0.05532 1.01073 0.000
H 5.18056 -0.85262 -0.06687 0.000
H 5.86936 -1.73432 1.29833 0.000
H 4.07666 0.72598 1.56573 0.000
H 4.71986 -0.25512 2.89123 0.000
H 3.28636 -2.10952 2.36223 0.000
H 2.98996 -1.51262 0.71953 0.000
H 2.81066 1.15488 3.56423 0.000
H 2.81766 -0.46572 4.30143 0.001
H 1.35786 0.50928 5.81273 0.000
H 0.17176 0.14878 4.57303 0.000
H 1.63466 2.79728 5.02733 0.000
H -0.09354 2.50388 5.22173 0.000
H 0.63576 2.48688 3.61063 0.000
```


[2]
A structure of composition C31H33FN5O8V. Source: the Open Molecules 2025 dataset; level of theory: ωB97M-V/def2-TZVPD.

Results
- spin multiplicity = 3
- LUMO level (spin up / spin down) (eV) = -5.28 / -5.27
- energy relative to the best compared isomer or geometry (same formula, charge and spin) (kcal/mol) = 22.0
- E_HOMO (spin up / spin down) (Ha) = -0.4924 / -0.4961
- charge = +2
- strongest force on any atom (hartree/bohr) = 0.02179

The geometry in XYZ format:
```
79
Properties=species:S:1:pos:R:3:lowdin_spin:R:1
V -1.08580 -0.35202 -3.27562 1.891
C -2.73774 1.27612 4.07569 0.000
C -2.24761 -0.04896 3.51968 0.000
N -1.64150 0.09762 2.18280 0.004
C -2.39853 -0.15076 1.11058 0.002
C -1.95475 -0.09521 -0.18412 0.004
C -2.96602 -0.38272 -1.26688 0.006
O -3.91134 -1.09384 -1.05288 0.005
O -2.70773 0.24684 -2.40740 0.017
C -0.58420 0.14928 -0.43485 0.005
O -0.01338 0.00973 -1.56622 0.024
C 0.20178 0.55600 0.71063 0.000
C 1.54354 0.92957 0.54666 0.000
C 2.30310 1.25022 1.62764 0.001
F 3.56692 1.66641 1.41942 0.000
C 1.80861 1.17974 2.95079 0.001
C 0.48629 0.80645 3.10884 0.000
C -0.33000 0.50157 2.00933 0.001
N 2.60487 1.43908 4.07500 0.000
C 4.06383 1.47388 4.02240 0.000
C 4.60709 1.43388 5.45323 0.000
N 3.66256 0.63360 6.30318 0.000
C 2.34170 1.35590 6.48166 0.000
C 2.06974 2.16446 5.21282 0.000
H -3.16125 1.12913 5.06841 0.000
H -3.51456 1.69911 3.43919 0.000
H -1.93090 2.00653 4.14924 0.000
H -3.06461 -0.75941 3.41104 0.000
H -1.52073 -0.53620 4.16711 0.000
H -3.42342 -0.44642 1.29984 0.000
H 1.96537 0.98645 -0.44684 0.000
H 0.08409 0.71063 4.10488 0.000
H 4.46952 2.36346 3.53415 0.000
H 4.42061 0.60335 3.47318 0.000
H 4.66734 2.41858 5.91265 0.000
H 5.59173 0.97388 5.49263 0.000
H 4.07897 0.43132 7.21210 0.000
H 3.48896 -0.26369 5.84815 0.000
H 2.42424 1.98235 7.36790 0.000
H 1.58919 0.58836 6.65138 0.000
H 2.52432 3.15854 5.28366 0.000
H 1.00054 2.32632 5.11022 0.000
O -1.18398 1.80055 -3.27791 0.016
C -0.50752 2.71062 -4.16594 0.001
C -1.09945 2.72421 -5.57043 0.001
C -1.29895 1.30399 -6.10962 0.004
C -0.03435 0.49253 -6.06348 0.003
C 0.79508 0.37251 -7.16753 -0.001
C 1.91916 -0.43114 -7.10228 0.004
C 2.20366 -1.09939 -5.91991 0.000
C 1.36203 -0.90765 -4.84745 0.008
N 0.28202 -0.10958 -4.90355 -0.003
H -2.09726 2.07909 -3.11188 0.000
H 0.52628 2.36763 -4.19164 0.000
H -0.51224 3.70453 -3.71900 0.000
H -0.42450 3.29104 -6.21462 0.000
H -2.05704 3.24869 -5.58961 0.000
H -1.68652 1.32104 -7.12763 0.000
H -2.07517 0.80324 -5.52035 0.002
H 0.53091 0.88600 -8.08175 0.000
H 2.55905 -0.54790 -7.96641 0.000
H 3.05587 -1.75567 -5.82551 0.000
H 1.55744 -1.38945 -3.89533 0.002
O -2.36671 -4.10660 -4.19880 -0.003
C -1.91525 -3.31633 -3.42762 0.006
O -1.62601 -2.04371 -3.79129 -0.009
C -1.73409 -3.55292 -1.95642 0.003
C -0.64722 -3.01535 -1.27688 0.003
C -0.62008 -3.00734 0.10338 0.001
C -1.69946 -3.54887 0.77754 0.000
C -2.74013 -4.19137 0.13094 0.001
C -2.74586 -4.19989 -1.25672 0.000
N -1.76027 -3.36607 2.23983 0.000
O -1.02862 -2.50805 2.72353 0.000
O -2.56547 -4.01354 2.86546 0.000
H 0.18648 -2.58767 -1.81984 0.002
H 0.19538 -2.56574 0.65697 0.000
H -3.54755 -4.62398 0.70289 0.000
H -3.57050 -4.63665 -1.80245 0.000
```


[3]
A structure of composition C31H33FNO3SeSiTi. Source: the Open Molecules 2025 dataset; level of theory: ωB97M-V/def2-TZVPD.

Results
- LUMO level (eV) = -3.76
- energy relative to the best compared isomer or geometry (same formula, charge and spin) (kcal/mol) = 0.0
- E_HOMO (Ha) = -0.4047
- charge = +1
- strongest force on any atom (hartree/bohr) = 0.00609

The geometry in XYZ format:
```
72
Properties=species:S:1:pos:R:3:nbo_charge:R:1
Ti -0.93416 1.01107 1.76776 1.465
C 3.56297 -2.57568 -2.89847 -0.630
C 2.08433 -2.62893 -3.23616 -0.027
C 1.64837 -4.02172 -3.65840 -0.407
C 0.20408 -3.99663 -4.12266 -0.428
C -0.67524 -3.37553 -3.07423 0.004
C -2.02054 -3.65043 -3.03227 -0.215
C -2.83307 -3.09162 -2.04482 0.422
F -4.13314 -3.39463 -2.05809 -0.299
C -2.33978 -2.26702 -1.08025 -0.255
C -0.96892 -1.96817 -1.10289 -0.041
C -0.42394 -1.06724 -0.13036 0.466
O -1.24733 -0.52921 0.73061 -0.760
C 0.93954 -0.79863 -0.16434 -0.268
C 1.69855 -1.37378 -1.17115 0.173
N 1.21595 -2.17842 -2.10009 -0.283
C -0.13697 -2.51262 -2.09567 0.158
C 1.66293 0.17763 0.72454 0.792
O 2.83457 0.40263 0.56323 -0.565
O 0.92382 0.76137 1.65164 -0.817
H 4.10914 -3.01987 -3.72916 0.245
H 3.78834 -3.15392 -2.00090 0.227
H 3.94252 -1.56265 -2.77606 0.227
H 1.86951 -1.93158 -4.05228 0.214
H 1.77816 -4.71274 -2.82069 0.219
H 2.30230 -4.35741 -4.46217 0.238
H -0.15370 -5.00105 -4.34778 0.241
H 0.12727 -3.41944 -5.04924 0.229
H -2.46588 -4.31662 -3.76048 0.246
H -2.97996 -1.84396 -0.32044 0.262
H 2.74594 -1.11879 -1.21144 0.262
C 2.91244 0.95417 5.49178 -0.638
C 1.50821 1.13030 4.99407 0.072
C 1.05336 2.37159 4.56420 -0.205
C -0.24050 2.55504 4.09498 -0.016
C -0.70604 3.92988 3.70670 -0.634
C -1.10494 1.43646 4.03886 -0.294
Se -2.81585 1.61722 3.14918 -0.058
C -0.68017 0.17852 4.52696 -0.018
C -1.59700 -1.01214 4.55235 -0.636
C 0.62253 0.05581 4.98549 -0.213
H 3.55362 1.77076 5.16584 0.228
H 3.33745 0.01631 5.13552 0.230
H 2.92674 0.92867 6.58316 0.238
H 1.72414 3.22182 4.59484 0.224
H 0.07371 4.66368 3.90098 0.231
H -1.60389 4.20198 4.26333 0.246
H -0.97937 3.99157 2.65174 0.226
H -1.73870 -1.43497 3.55369 0.223
H -2.58596 -0.73931 4.91807 0.244
H -1.18138 -1.79015 5.18987 0.232
H 0.95970 -0.90901 5.34721 0.221
C 0.40746 3.88539 0.02466 -1.117
Si -1.09742 2.77212 -0.11605 1.158
C -2.69600 3.74272 -0.11884 -1.110
C -0.95757 1.75790 -1.69823 -0.497
C -2.08038 1.14782 -2.26720 -0.138
C -1.98608 0.40987 -3.43794 -0.231
C -0.75539 0.25626 -4.06385 -0.216
C 0.37462 0.84743 -3.51333 -0.224
C 0.27120 1.59073 -2.34405 -0.208
H 0.48804 4.51836 -0.86284 0.253
H 1.33518 3.32019 0.13029 0.251
H 0.33060 4.54335 0.89081 0.248
H -2.71640 4.42573 -0.97147 0.251
H -2.79744 4.32852 0.79596 0.251
H -3.56798 3.09006 -0.18359 0.246
H -3.05320 1.26165 -1.79947 0.209
H -2.87361 -0.03605 -3.86939 0.223
H -0.68489 -0.30135 -4.99021 0.218
H 1.33331 0.75784 -4.01157 0.215
H 1.16224 2.05886 -1.93982 0.221
```